1.
The following is a DFT calculation (ωB97M-V/def2-TZVPD) of a molecular structure, C22H20Cl3F2NOSiW.

- LUMO: -8.08 eV
- Maximum force: 0.7 eV/A
- Frontier orbital gap: 0.2549 Eh
- Energy above the lowest of the compared OMol25 structures with the same formula, charge and spin: 83.8 kJ/mol
- E: -2916.80065 Eh
- Total charge: +2

CARTESIAN COORDINATES (ANGSTROEM)
W -0.0127 0.3693 0.4119
C -2.7032 3.5614 0.1964
C -2.9224 2.4487 1.2220
C -4.1293 1.5704 0.9109
C -1.6657 1.6650 1.5685
C -0.4165 2.3324 1.6858
C 0.6818 1.7064 2.2765
C 0.5978 0.3935 2.7982
C 1.7529 -0.2184 3.5242
C -0.6562 -0.2575 2.7252
C -1.7408 0.3233 2.0813
H -3.6482 4.0724 0.0206
H -2.3343 3.1867 -0.7595
H -2.0066 4.3181 0.5554
H -3.1550 2.9420 2.1758
H -3.9817 0.8920 0.0593
H -4.9752 2.1961 0.6306
H -4.4432 0.9657 1.7608
H -0.3008 3.3228 1.2698
H 1.6288 2.2288 2.3097
H 1.7834 0.2053 4.5315
H 2.7046 0.0127 3.0475
H 1.6440 -1.2971 3.6153
H -0.7608 -1.2609 3.1126
H -2.6758 -0.2172 2.0343
F -0.6000 -5.0288 1.5760
C 0.2432 -4.0337 1.3491
C -0.2664 -2.7902 1.0162
C 0.6121 -1.7368 0.7953
C 2.0019 -1.9368 0.8482
C 2.4523 -3.2137 1.1998
F 3.7579 -3.4531 1.3132
C 1.6011 -4.2675 1.4533
C 2.8654 -0.8014 0.5003
C 4.2520 -0.8548 0.3928
C 4.9612 0.2824 0.0539
C 4.2782 1.4685 -0.1730
C 2.9076 1.4620 -0.0761
N 2.2051 0.3604 0.2504
H -1.3384 -2.6727 0.9386
H 1.9902 -5.2422 1.7144
H 4.7708 -1.7806 0.5700
H 6.0387 0.2404 -0.0338
H 4.7904 2.3820 -0.4378
H 2.3345 2.3540 -0.2786
Cl -2.8144 1.1044 -2.5409
Si -2.0521 0.0627 -1.0209
Cl -3.0501 -1.6878 -1.0052
Cl 0.2154 1.8701 -1.5171
O 0.5078 -1.5845 -2.0839
C 0.3058 -0.9468 -1.1714

2.
The following is a DFT calculation (ωB97M-V/def2-TZVPD) of a molecular structure, C22H20CsN9OS.

- LUMO (alpha / beta): 2.11 / 2.11 eV
- Maximum force: 0.4 eV/A
- 2S+1: 2
- Frontier orbital gap (alpha / beta): 0.1093 / 0.2121 Eh
- Energy above the lowest of the compared OMol25 structures with the same formula, charge and spin: 83.1 kJ/mol
- E: -1836.68952 Eh
- Total charge: -1

CARTESIAN COORDINATES (ANGSTROEM)
Cs -0.2541 -0.2006 0.3063
N -1.6410 4.6300 2.0299
C -0.3731 4.9011 2.5507
C 0.3795 3.8065 2.2561
N -0.3233 2.8673 1.5575
C -1.5716 3.3774 1.3991
C -2.6825 2.8357 0.7431
N -2.7939 1.6812 0.0357
C -4.0823 1.6400 -0.4185
C -4.8012 2.7210 -0.0162
N -3.9090 3.5342 0.7010
H -2.3700 5.3073 1.9192
H -0.1475 5.8116 3.0782
H 1.4149 3.6373 2.5134
H -4.4363 0.8129 -1.0160
H -5.8287 2.9985 -0.1771
H -4.2172 4.1595 1.4257
N 2.6423 0.7750 -3.4701
C 1.6985 1.7652 -3.1831
C 1.6775 2.8840 -4.0244
C 0.7583 3.8812 -3.7736
C -0.1127 3.7451 -2.7021
C -0.0076 2.6015 -1.9300
N 0.8786 1.6259 -2.1554
C 2.9002 -0.4641 -2.8960
C 3.8619 -1.2687 -3.5287
C 4.1491 -2.5032 -2.9932
C 3.4804 -2.9176 -1.8472
C 2.5539 -2.0497 -1.3024
N 2.2635 -0.8465 -1.8002
H 3.1863 0.9608 -4.2937
H 2.3709 2.9593 -4.8543
H 0.7221 4.7568 -4.4103
H -0.8507 4.4981 -2.4659
H -0.6666 2.4534 -1.0816
H 4.3592 -0.9216 -4.4268
H 4.8821 -3.1433 -3.4685
H 3.6616 -3.8859 -1.4032
H 1.9929 -2.3334 -0.4178
O -1.4516 -2.3522 1.7070
N -2.6222 -2.2790 1.1210
C -3.6602 -1.8087 1.8636
C -4.9329 -1.7024 1.3843
C -5.1696 -2.0822 0.0596
C -4.1212 -2.5311 -0.6973
C -2.7951 -2.6368 -0.2032
S -1.5081 -3.1752 -1.1811
H -3.3520 -1.5259 2.8586
H -5.7120 -1.3058 2.0190
H -6.1617 -2.0080 -0.3688
H -4.2575 -2.8187 -1.7299
N 3.5685 -1.1545 3.0572
C 2.9069 -0.6132 2.2679
H 4.1034 -1.6602 3.7278

3.
The following is a DFT calculation (ωB97M-V/def2-TZVPD) of a molecular structure, C22H20F5IN3O2Ru.

- LUMO (alpha / beta): -6.55 / -6.56 eV
- Maximum force: 0.4 eV/A
- Frontier orbital gap (alpha / beta): 0.1491 / 0.1487 Eh
- Energy above the lowest of the compared OMol25 structures with the same formula, charge and spin: 0.0 kJ/mol
- E: -2056.69232 Eh
- Total charge: +1

CARTESIAN COORDINATES (ANGSTROEM)
Ru -0.5004 -0.2444 -1.4491
C 4.1419 0.0059 -1.8757
C 3.6060 -0.2561 -0.5065
N 4.4393 -0.4741 0.4750
C 3.9611 -0.7410 1.7055
C 2.6289 -0.8441 2.0053
C 2.2216 -1.1460 3.4277
O 1.3849 -2.2887 3.5559
C 1.6838 -0.6156 0.9675
C 0.2971 -0.7960 1.2648
N -0.7367 -0.5764 0.5013
C -2.0214 -0.7647 1.1085
C -2.1950 -0.6161 2.4890
C -3.4254 -0.8310 3.0832
C -4.5261 -1.1764 2.3147
C -4.3914 -1.2662 0.9407
C -3.1568 -1.0468 0.3510
I -3.0499 -1.0301 -1.7318
C 2.1833 -0.2753 -0.3068
O 1.4400 0.0209 -1.3253
H 5.2106 -0.1884 -1.8815
H 3.9785 1.0464 -2.1737
H 3.6427 -0.6206 -2.6159
H 4.7069 -0.8925 2.4773
H 1.6492 -0.3141 3.8443
H 3.1216 -1.2482 4.0372
H 1.9029 -3.0835 3.3898
H 0.1036 -1.1990 2.2495
H -1.3695 -0.3102 3.1154
H -3.5221 -0.7176 4.1542
H -5.4892 -1.3455 2.7756
H -5.2498 -1.4951 0.3233
C -3.1193 2.2433 -0.1383
C -1.8219 2.6787 -0.6838
C -1.3158 4.0601 -0.5501
C -0.0873 4.0958 -1.1027
C 0.1107 2.7836 -1.6606
C 1.1619 2.4008 -2.5691
N -0.9263 1.9377 -1.3102
H -3.6554 3.0922 0.2793
H -2.9961 1.4923 0.6457
H -3.7299 1.7951 -0.9234
H -1.8554 4.8588 -0.0648
H 0.5807 4.9309 -1.2306
H 1.6538 3.2711 -2.9989
H 0.8267 1.7079 -3.3428
H 1.9052 1.8169 -1.9867
F -0.9202 -3.1916 -1.3200
C -0.0531 -2.2386 -1.7882
F 1.1640 -2.6022 -1.2601
C 0.0765 -2.4420 -3.3082
F 0.6977 -1.3451 -3.8211
F -1.1326 -2.5024 -3.8875
F 0.7656 -3.5122 -3.6684

4.
The following is a DFT calculation (ωB97M-V/def2-TZVPD) of a molecular structure, C22H20FeN4O2S.

- LUMO (alpha / beta): -3.01 / -3.00 eV
- Maximum force: 0.4 eV/A
- 2S+1: 2
- Frontier orbital gap (alpha / beta): 0.2936 / 0.3005 Eh
- Energy above the lowest of the compared OMol25 structures with the same formula, charge and spin: 21.7 kJ/mol
- E: -2881.55278 Eh
- Total charge: +1

CARTESIAN COORDINATES (ANGSTROEM)
Fe 0.0539 -0.4354 -0.5445
C -2.9534 -3.4275 -0.6321
C -4.1024 -2.6929 -0.3656
C -4.0068 -1.3281 -0.1760
C -2.7607 -0.7173 -0.2502
N -1.6561 -1.4414 -0.5060
C -1.7494 -2.7604 -0.6993
C -2.4694 0.7025 -0.0799
C -3.4048 1.6980 0.1862
C -2.9792 3.0084 0.3205
C -1.6318 3.3247 0.1909
C -0.6964 2.3322 -0.0739
C -1.1141 1.0162 -0.2093
H -2.9887 -4.4951 -0.7906
H -5.0647 -3.1842 -0.3132
H -4.8854 -0.7327 0.0249
H -0.8252 -3.2781 -0.9225
H -4.4567 1.4613 0.2829
H -3.6996 3.7901 0.5199
H -1.3116 4.3543 0.2875
H 0.3482 2.5957 -0.1891
C 0.4060 -0.3372 4.6040
N 1.3833 0.1345 3.6325
C 2.4313 0.9974 3.8861
C 3.0751 1.1992 2.7264
N 2.4153 0.4446 1.7530
C 1.3702 -0.1999 2.3312
S 0.2221 -1.2168 1.6255
C 2.8629 0.3905 0.4103
C 4.2345 0.4326 0.2116
C 4.7213 0.5825 -1.0728
C 3.8169 0.7127 -2.1077
C 2.4689 0.6039 -1.8308
N 1.9719 0.3946 -0.5926
H 0.6482 0.0985 5.5687
H 0.4426 -1.4224 4.6711
H -0.5921 -0.0304 4.2973
H 2.6103 1.4038 4.8649
H 3.9092 1.8320 2.4896
H 4.9024 0.3452 1.0552
H 5.7874 0.6119 -1.2519
H 4.1377 0.8801 -3.1253
H 1.7361 0.7069 -2.6145
C -0.4349 -1.6985 -4.4674
O -0.2446 -1.6551 -3.0412
C -0.2002 -0.4236 -2.4851
O -0.2822 0.5806 -3.1571
H -0.3833 -2.7478 -4.7397
H 0.3431 -1.1296 -4.9729
H -1.4050 -1.2806 -4.7289

5.
The following is a DFT calculation (ωB97M-V/def2-TZVPD) of a molecular structure, C22H20InN6O4SSe2.

- LUMO: -9.48 eV
- Maximum force: 0.7 eV/A
- Frontier orbital gap: 0.2651 Eh
- E: -6869.91744 Eh
- Total charge: +3

CARTESIAN COORDINATES (ANGSTROEM)
In 0.9165 1.5055 -1.1027
Se 1.4268 -0.1400 -4.2409
Se 1.9530 2.1161 -3.9378
C 0.1447 2.7018 -3.7811
C -0.4910 3.4111 -4.7756
C -1.8091 3.8036 -4.5525
C -2.4253 3.4697 -3.3598
C -1.7160 2.7575 -2.4077
N -0.4506 2.3776 -2.6200
C 2.4210 -0.7483 -2.7224
C 3.2967 -1.8019 -2.9227
C 4.0893 -2.2251 -1.8671
C 3.9972 -1.5645 -0.6525
C 3.0867 -0.5410 -0.5216
N 2.2867 -0.1490 -1.5326
H 0.0182 3.6479 -5.6988
H -2.3434 4.3611 -5.3105
H -3.4460 3.7607 -3.1584
H -2.1455 2.4842 -1.4564
H 3.3774 -2.2584 -3.8993
H 4.7925 -3.0354 -2.0056
H 4.6277 -1.8291 0.1839
H 2.9799 -0.0114 0.4160
O -1.5745 1.7043 0.6678
O -0.4113 2.4107 0.2047
O 2.6585 2.4683 -0.2151
N 2.7565 3.6776 0.0086
S 1.4670 7.1009 -0.2315
C 1.6790 5.6191 -0.3422
N 1.7548 4.3607 -0.4895
C -2.8955 -1.8516 3.4385
N -2.0534 -0.8965 2.6999
N -0.9301 -1.3494 1.9497
C -0.4268 -0.2992 1.2725
O 0.4325 -0.3324 0.3991
C -1.1423 0.9361 1.7418
C -2.2562 0.3683 2.5734
C -3.3732 1.1184 3.1817
C -0.4860 -2.7178 1.9722
C -0.0225 -3.2580 3.1641
C 0.4278 -4.5677 3.1666
C 0.4306 -5.3040 1.9869
C -0.0231 -4.7393 0.8025
C -0.4937 -3.4346 0.7867
H -2.6575 -2.8572 3.1074
H -3.9341 -1.6183 3.2173
H -2.7008 -1.7496 4.5045
H -0.4870 1.5212 2.4070
H -3.3505 2.1533 2.8518
H -3.3034 1.0867 4.2724
H -4.3318 0.6748 2.9042
H -0.0048 -2.6713 4.0742
H 0.7838 -5.0093 4.0865
H 0.7848 -6.3252 1.9944
H -0.0286 -5.3206 -0.1086
H -0.8757 -2.9915 -0.1234

6.
The following is a DFT calculation (ωB97M-V/def2-TZVPD) of C22H20N2O3 in the gas phase.

- LUMO: 0.56 eV
- Maximum force: 0.4 eV/A
- Frontier orbital gap: 0.3376 Eh
- SMILES: CNC(=O)c1cccc(NC(=O)c2ccccc2OCc2ccccc2)c1
- Energy above the lowest of the compared OMol25 structures with the same formula, charge and spin: 30.5 kJ/mol
- E: -1185.61653 Eh
- Total charge: 0

CARTESIAN COORDINATES (ANGSTROEM)
C -0.4855 5.6577 5.0888
N 0.0183 4.5172 4.3656
C 1.3429 4.2379 4.2824
O 2.1965 4.9379 4.7890
C 1.6647 2.9919 3.5237
C 2.7238 2.2058 3.9659
C 3.0481 1.0444 3.2894
C 2.3447 0.6613 2.1617
C 1.3014 1.4574 1.6954
N 0.5714 1.1480 0.5455
C 0.6355 0.0313 -0.2423
O 1.3730 -0.9096 -0.0564
C -0.2959 0.1106 -1.4114
C -0.2165 1.1650 -2.3089
C -0.9933 1.1732 -3.4543
C -1.8483 0.1143 -3.7030
C -1.9507 -0.9393 -2.8120
C -1.1861 -0.9483 -1.6493
O -1.2623 -1.8830 -0.6718
C -1.8806 -3.1210 -0.9572
C -1.2039 -3.8728 -2.0771
C -1.9356 -4.6950 -2.9227
C -1.3033 -5.3849 -3.9419
C 0.0621 -5.2503 -4.1275
C 0.7946 -4.4294 -3.2867
C 0.1670 -3.7451 -2.2614
C 0.9625 2.6192 2.3858
H -1.0936 6.2889 4.4376
H -1.0850 5.3450 5.9464
H 0.3767 6.2230 5.4393
H -0.6505 3.8568 4.0048
H 3.2754 2.5200 4.8381
H 3.8631 0.4286 3.6383
H 2.5986 -0.2423 1.6340
H -0.1213 1.8363 0.2827
H 0.4844 1.9670 -2.1239
H -0.9202 1.9919 -4.1533
H -2.4459 0.1032 -4.6023
H -2.6210 -1.7540 -3.0338
H -1.7875 -3.6846 -0.0220
H -2.9508 -2.9854 -1.1681
H -3.0030 -4.7975 -2.7813
H -1.8790 -6.0242 -4.5951
H 0.5535 -5.7849 -4.9270
H 1.8599 -4.3228 -3.4269
H 0.7354 -3.1058 -1.6015
H 0.1663 3.2462 2.0047

7.
The following is a DFT calculation (ωB97M-V/def2-TZVPD) of a molecular structure, C22H20N2O3PPd at a distorted geometry.

- LUMO (alpha / beta): 2.62 / 1.44 eV
- Maximum force: 4.3 eV/A
- 2S+1: 3
- Frontier orbital gap (alpha / beta): 0.2376 / 0.2067 Eh
- E: -1654.81515 Eh
- Total charge: -1

CARTESIAN COORDINATES (ANGSTROEM)
Pd -1.6785 -0.3109 0.9119
N -3.1326 1.1069 -0.3246
C -2.8909 2.4243 0.2687
C -2.7191 2.3005 1.7986
O -3.3079 3.0824 2.5479
N -1.8516 1.3509 2.1466
C -1.8329 0.9269 3.4847
C -2.7787 -0.4185 3.6327
O -3.0886 -0.6800 4.7791
O -3.0577 -0.9704 2.5630
H -3.1578 1.1742 -1.3411
H -4.0307 0.7468 -0.0013
H -3.7104 3.1336 0.0721
H -1.9615 2.8235 -0.1501
H -2.2513 1.6642 4.1828
H -0.8349 0.5996 3.7991
C 5.3035 -0.9681 0.0666
C 4.5848 -1.4926 1.1308
C 3.2181 -1.3058 1.1877
C 2.5471 -0.6106 0.1870
C 3.2719 -0.1007 -0.8836
C 4.6437 -0.2798 -0.9392
P 0.7184 -0.3787 0.5053
C 0.3920 0.9377 -0.7374
C 0.9232 2.2080 -0.4953
C 0.7008 3.2491 -1.3787
C -0.0678 3.0471 -2.5121
C -0.6254 1.7977 -2.7456
C -0.3999 0.7508 -1.8702
C 0.0844 -1.8748 -0.3251
C 0.8202 -2.7830 -1.0763
C 0.1751 -3.8909 -1.6030
C -1.1767 -4.0835 -1.3635
C -1.9102 -3.1605 -0.6276
C -1.2966 -2.0306 -0.0938
H 6.3772 -1.0915 0.0258
H 5.0874 -2.0327 1.9218
H 2.6335 -1.7000 2.0111
H 2.7546 0.4242 -1.6762
H 5.1990 0.1256 -1.7757
H 1.5204 2.3692 0.3930
H 1.1338 4.2222 -1.1919
H -0.2365 3.8559 -3.2095
H -1.2351 1.6429 -3.6258
H -0.8402 -0.2207 -2.0659
H 1.8849 -2.6484 -1.2198
H 0.7307 -4.6119 -2.1910
H -1.6652 -4.9769 -1.7374
H -2.9683 -3.3441 -0.4566

8.
The following is a DFT calculation (ωB97M-V/def2-TZVPD) of C22H20N2O5S2 in the gas phase.

- LUMO: 0.14 eV
- Maximum force: 0.8 eV/A
- Frontier orbital gap: 0.3253 Eh
- SMILES: CC(=O)c1cccc(NC(=O)c2ccc(NC(=O)CCS(=O)(=O)c3cccs3)cc2)c1
- Energy above the lowest of the compared OMol25 structures with the same formula, charge and spin: 113.4 kJ/mol
- E: -2132.47376 Eh
- Total charge: 0

CARTESIAN COORDINATES (ANGSTROEM)
C -6.9486 -2.6267 -0.5585
C -7.6145 -1.3720 -0.0560
O -8.7984 -1.3349 0.1958
C -6.7525 -0.1697 0.1156
C -7.3660 1.0195 0.5089
C -6.6152 2.1666 0.6794
C -5.2506 2.1405 0.4618
C -4.6238 0.9570 0.0705
N -3.2415 0.9885 -0.1312
C -2.4104 -0.0102 -0.5546
O -2.7718 -1.1339 -0.8405
C -0.9830 0.4072 -0.6567
C -0.3830 1.2922 0.2337
C 0.9565 1.6108 0.1210
C 1.7222 1.0453 -0.8954
N 3.0879 1.2843 -1.0457
C 3.9182 1.9569 -0.2054
O 3.5696 2.5984 0.7606
C 5.3893 1.7970 -0.5811
C 5.9755 0.6017 0.1505
S 5.1923 -0.9553 -0.4016
O 4.7937 -0.8064 -1.7835
O 6.0774 -2.0372 -0.0846
C 3.6940 -1.1516 0.5429
C 2.5789 -1.8158 0.1308
C 1.5584 -1.8095 1.1054
C 1.9253 -1.1476 2.2338
S 3.5219 -0.5248 2.1363
C 1.1235 0.1608 -1.7938
C -0.2090 -0.1618 -1.6663
C -5.3783 -0.1977 -0.1018
H -7.6948 -3.4097 -0.6679
H -6.4723 -2.4413 -1.5184
H -6.1862 -2.9522 0.1457
H -8.4325 1.0197 0.6732
H -7.0913 3.0871 0.9823
H -4.6629 3.0387 0.5941
H -2.8170 1.8937 0.0169
H -0.9465 1.7142 1.0540
H 1.4166 2.2840 0.8244
H 3.5381 0.6994 -1.7475
H 5.9176 2.7022 -0.2751
H 5.5037 1.6550 -1.6560
H 7.0333 0.4709 -0.0678
H 5.8319 0.6661 1.2266
H 2.5038 -2.2854 -0.8318
H 0.5971 -2.2676 0.9630
H 1.3527 -0.9860 3.1251
H 1.7206 -0.2786 -2.5793
H -0.6755 -0.8602 -2.3442
H -4.8769 -1.1001 -0.4043

9.
The following is a DFT calculation (ωB97M-V/def2-TZVPD) of a molecular structure, C22H20N3O4Pd at a distorted geometry.

- LUMO: 2.27 eV
- Maximum force: 2.3 eV/A
- Frontier orbital gap: 0.2796 Eh
- Energy above the lowest of the compared OMol25 structures with the same formula, charge and spin: 16.3 kJ/mol
- E: -1443.61587 Eh
- Total charge: -1

CARTESIAN COORDINATES (ANGSTROEM)
Pd -1.6630 -0.5710 0.0555
C 0.0712 1.0621 -2.9446
C 1.0771 -0.0871 -2.8570
C 1.8951 -0.0212 -1.5924
C 3.0956 0.6827 -1.5769
C 3.8395 0.8113 -0.4144
C 3.3857 0.2311 0.7603
C 2.1922 -0.4800 0.7850
C 1.6838 -1.0835 2.0709
C 2.1223 -2.5400 2.2533
C 1.4629 -0.6051 -0.4004
N 0.2308 -1.3139 -0.3596
C 0.2054 -2.5598 -0.7198
C -1.0190 -3.2413 -0.6958
C -1.4357 -4.5630 -0.8963
C -2.8080 -4.5685 -0.6726
C -3.1752 -3.2527 -0.3494
N -2.0993 -2.4661 -0.3665
H -0.4982 1.0076 -3.8734
H 0.5841 2.0246 -2.9096
H -0.6363 1.0322 -2.1142
H 1.7592 -0.0368 -3.7096
H 0.5517 -1.0394 -2.9290
H 3.4436 1.1405 -2.4960
H 4.7632 1.3754 -0.4212
H 3.9463 0.3508 1.6802
H 0.5978 -1.0261 2.1028
H 2.0593 -0.4870 2.9053
H 1.7037 -3.1783 1.4714
H 1.7860 -2.9283 3.2156
H 3.2092 -2.6267 2.2097
H 1.1289 -3.0559 -1.0174
H -0.8086 -5.4017 -1.1563
H -3.4743 -5.4135 -0.7368
H -4.1490 -2.8447 -0.1269
O -2.2929 6.0341 1.9395
C -1.1818 5.5338 1.7036
O -0.0391 5.9115 2.0225
C -1.2438 4.0311 1.3082
C -0.0739 3.3028 1.1408
C -0.1380 1.9733 0.7776
N -1.3056 1.3516 0.5954
C -2.4536 2.0429 0.7482
C -2.4539 3.3782 1.0962
C -3.7287 1.2491 0.5192
O -4.8079 1.7941 0.5220
O -3.5442 -0.0361 0.3529
H 0.8712 3.8046 1.2970
H 0.7499 1.3862 0.6043
H -3.3858 3.9161 1.1986